The following is a quantum chemistry calculation of C4H6N2O in the gas phase in a non-equilibrium geometry, from OMol25.

Each line ends with the Löwdin charge.
CARTESIAN COORDINATES (ANGSTROEM)
C (1.47354, -1.83253, 0.77761)  0.146
C (0.57848, -1.32109, 0.11757)  -0.084
C (-0.28473, -0.59724, -0.79791)  -0.401
O (0.42879, 0.34405, -1.64132)  -0.074
C (-1.34122, 0.13015, -0.02058)  -0.127
N (-1.14447, 1.12096, 0.77992)  -0.012
N (0.17555, 1.54150, 0.81307)  -0.018
H (2.07118, -2.30878, 1.49979)  0.022
H (-0.76666, -1.27101, -1.49565)  0.140
H (0.81861, 1.04282, -0.95739)  0.121
H (-2.39994, -0.27616, -0.09286)  0.131
H (0.80913, 0.81714, 1.15853)  0.081
H (0.26339, 2.33058, 1.40707)  0.078

Summary:
Calculated total energy (eV): -9269.1707
Relative energy (zero: lowest compared OMol25 entry of this formula, charge and spin) (kcal/mol): 99.9
E_LUMO (eV): 0.9
Structure (SMILES): C#C[C@H](O)/C=N\N
Maximum force (eV/A): 3.108
Gap between HOMO and LUMO (eV): 10.3
HOMO energy (eV): -9.386